# 1
Molecular formula: C39H37N7O13
Method: DFT, wB97M-V/def2-TZVPD

2S+1	1
lowest unoccupied orbital energy	-1.8	eV
max |F|	18.0	eV/Å

Structure (XYZ):
```
96
Properties=species:S:1:pos:R:3:forces:R:3:mulliken_charge:R:1
O 0.860 3.862 2.269 2.374 -1.921 2.816 -0.523
N 1.512 3.292 3.218 -1.785 2.267 -1.533 0.966
O 1.148 3.322 4.393 0.130 -0.277 -1.251 -0.606
C 2.802 2.649 2.941 4.047 -1.967 1.089 0.190
C 3.324 1.741 4.117 1.066 -1.567 -1.494 -0.112
C 4.660 0.886 3.923 -1.654 2.382 -1.590 -0.317
C 5.392 1.240 2.616 0.489 -2.846 4.696 -0.333
C 4.858 2.099 1.696 -0.085 2.298 -2.904 -0.177
C 3.675 2.895 1.742 -1.320 -3.728 5.066 -0.591
H 2.623 1.544 5.096 1.947 0.699 -2.849 0.288
H 5.134 -0.006 4.707 -1.753 3.160 -2.364 0.212
H 6.460 0.706 2.578 -2.603 1.382 -0.601 0.235
H 5.349 2.327 0.671 -0.141 -0.851 1.998 0.234
H 3.356 3.333 0.851 -0.674 1.141 -0.801 0.500
O -1.864 2.684 -1.828 -2.104 -0.244 0.946 -0.484
N -2.578 3.076 -2.770 5.114 -0.581 -0.302 0.853
O -1.944 3.611 -3.680 -2.256 0.412 -0.833 -0.588
C -3.934 2.736 -2.835 -6.920 -0.378 1.989 0.091
C -4.668 2.531 -4.151 -5.482 -0.950 6.129 -0.445
C -6.180 2.182 -4.275 3.480 1.720 7.228 -0.659
C -6.924 2.219 -2.844 4.737 0.600 -3.514 -0.389
C -6.292 2.468 -1.633 4.774 0.025 0.859 -0.447
C -4.755 2.697 -1.432 -4.312 -1.470 -11.698 -0.554
H -4.206 2.476 -5.015 2.825 0.084 -3.928 0.566
H -6.679 1.908 -5.183 0.026 0.120 -0.245 0.454
H -7.941 2.127 -2.745 -2.373 -0.551 -0.405 0.473
H -6.829 2.350 -0.674 0.080 0.346 -0.803 0.344
H -4.305 2.858 -0.586 2.422 0.828 4.669 0.759
O -0.396 -4.250 -0.822 1.006 -0.575 -0.131 -0.598
N -0.061 -5.409 -1.015 -4.212 -2.213 0.182 0.895
O -0.909 -6.344 -1.205 1.671 2.191 0.217 -0.555
C 1.255 -5.858 -1.015 7.285 -2.355 -0.002 0.330
C 2.402 -4.977 -0.431 2.383 -1.680 -4.275 -0.306
C 3.876 -5.125 -0.936 -5.412 -4.949 -0.992 -0.267
C 4.134 -6.438 -1.746 -0.923 4.814 2.629 -0.378
C 3.155 -7.384 -1.942 -2.286 0.215 1.120 -0.276
C 1.669 -7.228 -1.590 2.997 4.082 -0.230 -0.499
H 2.198 -4.029 0.023 -0.554 0.135 0.367 0.137
H 4.747 -4.503 -0.807 -0.423 0.483 0.537 0.418
H 5.150 -6.393 -2.146 -0.386 -0.995 -0.027 0.321
H 3.543 -8.323 -2.348 -0.812 0.162 -0.178 0.344
H 1.051 -7.976 -2.097 -0.328 0.601 0.777 0.381
O 1.784 7.573 -4.649 2.139 -4.693 0.009 -0.520
N 2.612 6.572 -4.820 1.305 4.987 -1.511 0.787
O 3.623 6.773 -5.568 -2.653 -1.280 1.788 -0.530
C 2.613 5.307 -4.085 2.143 -2.867 1.594 0.312
C 1.544 5.008 -3.189 -2.187 -3.551 0.360 -0.551
C 1.403 3.657 -2.410 4.950 2.063 -2.748 -0.010
C 2.614 2.776 -2.354 -3.006 3.464 0.433 0.019
C 3.684 3.188 -3.125 3.320 1.020 -3.841 -0.239
C 3.869 4.367 -4.153 -15.272 -2.704 9.063 -1.091
H 0.527 5.552 -3.210 2.177 -0.404 -0.090 0.308
H 0.492 3.347 -1.968 -0.723 0.278 0.522 0.485
H 2.684 2.045 -1.513 -0.107 0.251 -1.328 0.089
H 4.577 2.451 -3.174 -1.297 1.486 0.325 0.222
H 4.686 4.524 -4.509 9.270 2.000 -4.638 0.675
O -1.882 0.181 5.045 2.421 0.472 -0.377 -0.536
N -0.972 -0.028 4.219 -3.848 -2.389 -0.910 0.792
O -1.249 -0.029 3.002 1.370 0.828 1.035 -0.477
C 0.193 -0.783 4.622 5.848 -2.853 1.897 -0.042
C 0.638 -0.964 6.136 0.778 0.003 -1.570 -0.499
C 1.931 -1.519 6.378 -1.871 -1.102 -4.551 -0.696
C 2.698 -2.271 5.288 -4.051 3.230 2.170 -0.347
C 2.302 -2.388 4.033 -3.422 2.963 -4.562 -0.522
C 1.098 -1.462 3.616 -1.561 -0.046 4.117 0.422
H 0.009 -0.705 7.070 0.935 -0.002 -2.114 0.323
H 2.312 -1.626 7.337 0.417 0.011 1.700 0.533
H 3.586 -2.695 5.379 3.922 -1.863 1.866 0.591
H 2.921 -2.901 3.174 -1.466 1.038 1.996 0.191
H 0.644 -1.348 2.654 0.556 -0.187 -0.872 0.256
O -6.986 -2.068 2.797 0.304 -2.292 -5.125 -0.498
N -7.040 -2.554 1.570 -2.495 1.188 1.125 0.783
O -7.966 -3.293 1.135 2.576 1.587 1.652 -0.519
C -6.157 -1.986 0.474 3.469 1.938 -0.667 0.251
C -6.521 -1.951 -0.986 12.838 6.098 6.513 -0.934
C -5.553 -1.115 -1.870 -1.949 -2.902 1.475 -0.287
C -4.290 -0.656 -1.359 0.287 0.144 0.645 -0.183
C -3.854 -0.670 0.059 -6.626 -3.298 -0.224 -0.394
C -4.808 -1.334 1.020 -2.559 0.340 -9.907 -1.047
H -7.334 -2.205 -1.309 -8.897 -3.165 -3.465 0.761
H -6.016 -1.135 -2.972 1.984 0.560 2.410 0.252
H -3.508 -0.251 -2.047 -1.112 -0.151 0.345 0.311
H -3.020 -0.218 0.509 1.215 0.491 -0.073 0.775
H -4.512 -1.414 1.941 1.007 -0.502 5.342 0.744
C -0.008 -1.315 -0.448 -2.064 8.189 -0.095 -1.028
N 0.955 -0.354 0.011 2.583 3.293 0.827 0.740
C 2.419 -0.734 0.043 -4.950 -0.370 1.965 -0.931
C 0.677 0.987 0.184 0.711 0.738 -1.161 -0.348
O 1.511 1.890 0.379 -1.044 -2.287 -0.159 -0.401
H -0.980 -0.711 -0.441 1.074 -1.480 -0.460 -0.702
H -0.013 -2.043 0.149 -0.733 -5.810 5.150 0.774
H 0.303 -1.685 -1.302 0.860 -1.481 -4.870 0.830
H 2.898 -0.597 0.947 0.345 0.319 2.555 0.437
H 3.070 -0.337 -0.578 2.290 2.396 -3.896 0.479
H 2.298 -1.726 -0.140 0.586 -3.177 -0.535 -0.013
H -0.364 1.302 -0.060 0.159 -0.564 0.503 0.323
```
Forces are in eV/Å.


# 2
Molecular formula: C39H38As2N5OS2Ti
Method: DFT, wB97M-V/def2-TZVPD

expectation value of S²	0.76
2S+1	2
charge	+2
lowest unoccupied orbital energy (spin up / spin down)	-6.1 / -6.7	eV
max |F|	2.0	eV/Å

Structure (XYZ):
```
88
Properties=species:S:1:pos:R:3:forces:R:3:mulliken_spin:R:1
Ti -0.247 0.990 0.340 0.846 -1.343 1.198 0.813
C -3.377 3.285 -0.349 0.103 0.077 -0.001 -0.009
C -1.972 2.793 -0.244 -0.351 -0.380 -0.945 -0.080
N -1.449 1.845 -0.975 -0.862 1.577 -0.736 0.003
N -1.996 1.448 -2.170 -0.340 -0.268 -0.381 0.005
C -1.259 1.838 -3.282 0.516 0.380 0.115 0.002
N -1.782 1.527 -4.467 -0.237 -0.172 0.106 -0.001
S 0.178 2.655 -3.109 0.043 -0.134 -0.044 0.006
C -1.001 3.433 0.627 0.893 0.734 0.672 0.140
C -1.275 4.568 1.391 -0.364 -0.399 -0.258 0.076
C -0.242 5.213 2.037 0.318 -0.059 0.023 -0.006
C 1.051 4.712 1.918 -0.238 0.249 0.093 0.036
C 1.253 3.562 1.186 0.149 -0.153 -0.163 0.012
N 0.263 2.922 0.559 -0.129 1.800 0.004 -0.014
H -3.962 2.705 -1.057 -0.027 0.042 0.025 0.001
H -3.394 4.331 -0.658 0.003 0.001 -0.020 0.002
H -3.870 3.219 0.623 0.032 0.001 0.019 0.003
H -3.003 1.469 -2.262 -0.051 -0.090 0.158 -0.002
H -2.675 1.074 -4.577 0.040 -0.071 -0.019 0.000
H -1.243 1.742 -5.289 -0.032 0.067 -0.020 0.000
H -2.289 4.938 1.464 0.005 0.031 -0.008 0.005
H -0.433 6.103 2.621 -0.011 -0.001 0.008 0.001
H 1.881 5.202 2.404 0.044 -0.026 -0.041 0.000
H 2.242 3.127 1.092 -0.033 -0.081 0.021 -0.002
C 1.382 -2.314 -1.078 0.134 0.172 0.318 0.002
C 1.609 -2.432 0.420 -0.338 0.138 -0.110 -0.004
As 1.570 -0.622 1.199 1.545 -1.024 0.077 0.022
C 3.150 0.083 0.310 0.017 0.045 0.120 -0.035
C 2.971 1.092 -0.635 0.031 -0.115 0.216 0.027
C 4.058 1.637 -1.302 -0.038 0.055 -0.026 0.005
C 5.335 1.176 -1.018 0.018 0.054 -0.057 0.000
C 5.520 0.152 -0.099 0.029 -0.048 0.044 0.000
C 4.432 -0.400 0.560 -0.152 -0.062 0.042 -0.004
C 2.073 -1.042 3.023 -0.259 0.327 -0.014 0.002
C 1.265 -1.948 3.706 -0.007 -0.002 -0.156 -0.003
C 1.522 -2.241 5.035 0.026 0.023 0.028 0.000
C 2.577 -1.617 5.687 0.008 0.003 0.052 -0.001
C 3.368 -0.696 5.016 0.005 0.014 0.010 0.000
C 3.111 -0.398 3.686 -0.033 0.029 -0.227 0.000
As 0.064 -0.928 -1.626 0.039 -1.475 -0.724 0.006
C -1.620 -1.915 -1.466 -0.093 0.131 0.025 0.004
C -1.919 -2.670 -0.337 0.147 -0.009 -0.025 -0.003
C -3.139 -3.322 -0.227 -0.029 -0.037 0.021 0.000
C -4.083 -3.213 -1.238 -0.028 -0.025 0.007 -0.001
C -3.801 -2.452 -2.364 -0.027 0.016 0.024 0.000
C -2.577 -1.809 -2.473 0.120 0.155 0.039 0.002
C 0.470 -1.308 -3.523 0.014 0.354 0.143 0.002
C 0.048 -2.526 -4.052 -0.078 0.012 0.138 -0.002
C 0.508 -2.942 -5.291 0.024 -0.017 -0.032 0.000
C 1.397 -2.152 -6.008 0.014 0.025 -0.017 0.000
C 1.826 -0.945 -5.480 0.021 0.003 0.003 0.000
C 1.375 -0.529 -4.234 -0.061 0.077 0.136 0.001
H 1.091 -3.263 -1.527 -0.121 0.057 -0.030 -0.001
H 2.310 -2.001 -1.562 -0.068 0.054 -0.069 0.000
H 2.581 -2.873 0.647 0.011 0.084 0.059 -0.001
H 0.851 -3.053 0.896 0.013 0.076 0.072 0.000
H 1.978 1.466 -0.868 -0.048 0.111 -0.141 0.000
H 3.905 2.423 -2.031 0.019 -0.010 0.001 0.000
H 6.187 1.618 -1.516 0.015 -0.043 -0.019 0.000
H 6.516 -0.215 0.110 0.004 -0.004 -0.012 0.000
H 4.570 -1.206 1.271 0.096 0.039 0.018 0.000
H 0.430 -2.423 3.200 0.012 -0.049 0.046 0.000
H 0.904 -2.952 5.567 -0.011 -0.012 -0.023 0.000
H 2.778 -1.844 6.725 0.013 -0.007 -0.003 0.000
H 4.183 -0.203 5.528 0.004 -0.006 0.006 0.000
H 3.715 0.331 3.159 0.050 -0.009 0.078 0.000
H -1.200 -2.753 0.469 -0.032 -0.032 0.002 0.000
H -3.357 -3.920 0.649 0.039 -0.015 -0.007 0.000
H -5.029 -3.731 -1.153 -0.004 0.010 -0.008 0.000
H -4.530 -2.371 -3.160 0.015 -0.013 -0.015 0.000
H -2.340 -1.237 -3.363 -0.068 -0.033 -0.038 0.001
H -0.626 -3.160 -3.491 0.022 -0.034 -0.085 0.000
H 0.186 -3.893 -5.693 -0.026 -0.001 0.015 0.000
H 1.767 -2.488 -6.967 -0.028 0.014 -0.016 0.000
H 2.527 -0.328 -6.027 0.008 -0.012 0.002 0.000
H 1.740 0.397 -3.817 0.007 0.129 0.010 0.001
O -1.702 0.004 0.926 -1.235 -0.554 0.396 -0.013
N -2.337 -0.031 2.110 0.015 -0.052 0.453 0.014
C -3.541 -0.643 2.171 -0.167 -0.189 -0.172 0.003
C -4.209 -0.729 3.356 0.015 0.004 0.024 -0.003
C -3.628 -0.173 4.506 0.116 0.053 -0.067 0.002
C -2.419 0.470 4.413 -0.110 -0.082 0.029 0.001
C -1.752 0.562 3.181 0.095 0.037 -0.105 0.007
S -0.293 1.389 2.918 -0.068 -0.101 -0.220 -0.022
H -3.901 -1.046 1.236 0.064 -0.019 -0.038 -0.001
H -5.168 -1.224 3.389 0.001 -0.005 -0.013 0.000
H -4.133 -0.244 5.460 -0.010 0.011 0.001 0.000
H -1.947 0.924 5.271 -0.007 -0.004 0.011 0.000
```
Forces are in eV/Å.


Energy above the lowest of the compared OMol25 structures with the same formula, charge and spin: 550.4; 53.3 (kcal/mol)